1.
# C5H23O6

A cluster of 6 separate species, C5H23O6 in total at a distorted geometry (ωB97M-V/def2-TZVPD, OMol25).

Computed properties:
HOMO-LUMO gap, eV: 11.026
Charge: +1
HOMO, eV: -13.50
Energy relative to the best compared isomer or geometry (same formula, charge and spin), kcal/mol: 63.96

Geometry (Å):
H1 1.6475 4.1711 0.9110
H2 -0.9105 -3.7639 -1.5280
H3 4.2565 -1.2629 -0.0370
C1 1.4465 3.1171 0.9660
H4 -2.6815 0.1101 2.7700
H5 -2.1575 1.1961 -1.7870
O1 -2.7305 -0.5419 0.9900
O2 -1.2525 0.8661 -1.5480
H6 0.2515 1.1181 0.7500
C2 3.3535 -0.8189 0.5960
H7 2.2575 2.6421 0.2710
H8 -2.6275 1.4691 1.5090
O3 0.4395 -2.5309 -0.7240
H9 -0.7345 0.8651 -3.5630
H10 -1.4605 -2.5139 -0.2790
H11 3.5445 -0.3259 1.6150
H12 2.7695 -0.4649 -1.2680
O4 0.0355 0.0791 0.8690
O5 2.4475 -0.1579 -0.4150
H13 1.8015 3.0811 1.9470
H14 -0.9235 -0.7189 -2.7100
H15 0.9895 -3.1429 -1.0510
H16 0.4805 0.3271 -2.4870
H17 -4.1145 0.6341 1.7650
H18 -0.4885 -4.1229 0.1190
C3 -0.7375 -3.2949 -0.5740
H19 0.3915 -0.4429 0.1090
C4 -0.5215 0.2781 -2.5780
O6 0.1575 2.7631 0.7370
H20 -0.9505 0.2231 0.7750
H21 -0.4165 3.5881 0.6970
C5 -3.0565 0.4941 1.7460
H22 -3.4905 -1.0239 0.5700
H23 2.9855 -1.8969 0.8370

Atoms 1-3, force components in eV/Å:
H -0.4 0.9 -1.1
H -0.9 0.0 -0.4
H -1.0 2.0 1.7



2.
# C17H33AsNPtS4Si

A structure of composition C17H33AsNPtS4Si at a distorted geometry (ωB97M-V/def2-TZVPD, OMol25).

Computed properties:
HOMO-LUMO gap, eV: 6.868
Charge: +3
HOMO, eV: -17.46
Energy relative to the best compared isomer or geometry (same formula, charge and spin), kcal/mol: 0.00

Geometry (Å):
N1 0.8861 0.2045 -1.3635
C1 2.9356 -3.6953 -4.1511
H1 -3.2366 -1.9584 -0.4895
C2 1.1644 -2.0582 -6.0979
H2 2.1262 1.0281 3.4325
C3 2.3603 -0.1140 -3.6108
C4 2.7866 -1.5662 0.7034
H3 3.2683 -0.9772 -0.0748
H4 0.6361 -2.6494 2.6950
H5 3.5240 -1.8448 1.4576
H6 -3.1703 2.6060 0.9481
H7 1.7525 2.0805 -1.0939
C5 0.9042 -1.6685 3.0856
H8 0.0599 -1.2526 3.6318
H9 2.9654 -0.2087 -4.5055
Pt1 -0.4726 -0.0542 0.1404
H10 0.2921 -1.4070 -6.1812
H11 -1.0300 0.9124 3.4968
H12 -0.2997 -4.4712 -4.6268
C6 0.7888 -0.9261 -2.0914
C7 -3.5350 -1.1211 0.1422
H13 2.9047 -4.5810 -4.7899
H14 -2.2323 2.1810 3.3803
S1 -2.2374 -1.0165 1.4141
H15 3.1589 1.8446 -3.1495
S2 -2.1932 0.7545 -1.4063
C8 1.7181 1.2006 -1.7230
C9 2.4797 1.0561 -2.8564
H16 -1.0545 -3.0818 -3.8688
H17 3.8154 -3.1179 -4.4419
H18 -4.4538 -1.4135 0.6550
H19 3.3961 0.8546 2.1977
H20 -1.2631 2.8894 -1.4614
S3 -0.3590 -1.9512 -1.2152
H21 -0.0579 -4.2090 -2.9139
C10 -2.1796 2.5225 -0.9943
C11 -1.7991 1.3322 2.8471
H22 1.0226 -2.8889 -6.7929
C12 -0.1496 -3.6935 -3.8731
C13 2.3296 1.0044 2.3628
H23 3.0775 -4.0376 -3.1244
H24 -3.2142 -0.1788 3.4154
As1 1.4402 -0.5435 1.6166
H25 -3.0121 2.9932 -1.5219
H26 -4.4203 -0.0812 -1.4971
H27 2.0380 -1.5037 -6.4457
C14 -3.7452 0.1424 -0.6698
H28 -4.1960 0.9476 -0.0924
Si1 1.3690 -2.7339 -4.3797
C15 1.4997 -1.1572 -3.2571
S4 -0.8923 2.0057 1.4273
H29 1.7518 -1.7662 3.7648
H30 2.3385 -2.4618 0.2768
C16 -2.8674 0.3085 2.5030
H31 2.0236 1.9439 1.9115
H32 -2.0511 3.9222 0.6241
H33 -3.7338 0.7606 2.0245
C17 -2.2172 2.8531 0.4840

Atoms 1-3, force components in eV/Å:
N 0.3 0.4 0.0
C 0.0 0.0 0.1
H 0.0 0.0 0.0



3.
# C39H43Cl2N5O8SiTi

A structure of composition C39H43Cl2N5O8SiTi (ωB97M-V/def2-TZVPD, OMol25).

Computed properties:
Expectation value of S²: 0.7848
HOMO-LUMO gap (spin up / spin down), eV: 5.998 / 7.264
Charge: -1
Multiplicity: 2
HOMO (spin up / spin down), eV: -3.85 / -5.19
Energy relative to the best compared isomer or geometry (same formula, charge and spin), kcal/mol: 0.00

Geometry (Å):
C1 0.4444 -4.0128 -1.7429
H1 3.4408 -1.3691 3.5569
C2 -2.2559 -2.2619 -1.8921
C3 0.3651 0.0633 -3.6673
H2 5.7999 -1.6007 -0.6770
C4 0.1018 -0.5303 5.3014
O1 2.9002 0.3998 1.6384
H3 -4.5012 1.0430 -3.0007
C5 1.7895 0.0037 1.9599
H4 1.2395 2.6816 1.4216
H5 -4.2773 -2.7849 1.8025
H6 -4.1966 -2.4483 0.0744
H7 -3.3234 -0.5548 2.3819
C6 0.7344 4.3129 2.7259
H8 -3.7528 4.1967 1.6632
H9 -1.5864 -5.0862 0.8235
C7 3.6131 2.2011 -1.3910
C8 0.9082 -3.9751 0.7018
H10 -2.3805 0.5585 -1.8200
H11 1.6630 -3.1990 0.6005
O2 6.6913 -1.1196 -0.6461
H12 -3.0768 -1.5455 -1.8556
C9 2.2734 -1.5634 5.3575
H13 -0.5668 -5.9741 -0.3014
C10 -1.7708 3.7979 1.7850
H14 -2.4460 5.4114 3.0668
C11 -4.6775 3.2416 -0.4378
H15 5.6851 2.6811 -1.1994
N1 -0.7699 3.0472 1.3588
N2 4.9424 2.0005 -1.2364
C12 -4.2326 1.5941 -2.1113
H16 -3.4545 -3.9062 0.7196
C13 5.1525 0.6589 -1.0505
H17 -2.3848 -2.4628 3.2899
C14 0.3128 -0.5083 -4.9380
H18 -1.4378 -3.6386 2.3873
C15 -0.0175 1.6235 -5.9599
O3 0.5932 -0.6667 -2.5984
C16 0.4527 3.3147 1.8113
Cl1 0.5126 -2.2257 -5.0832
C17 -3.0457 1.3289 -1.4529
H19 3.0285 -2.1299 5.8873
H20 -0.3146 -4.1513 -2.5143
C18 3.9049 0.1015 -1.1055
H21 -3.4156 -0.2328 0.6567
C19 -5.0674 2.5728 -1.5763
Si1 -1.1293 -2.1321 -0.3545
C20 2.5065 -1.1512 4.0553
H22 1.7454 4.4798 3.0643
H23 3.0915 3.8415 -2.6548
C21 -0.3300 5.0774 3.1943
C22 3.0227 3.5470 -1.6064
C23 -1.5992 4.8314 2.7215
C24 -2.7620 -0.6078 1.4406
O4 0.7611 -0.0538 1.1651
H24 -1.9469 -5.0610 -0.9044
C25 3.4904 -1.2814 -0.7920
O5 4.3314 -2.1702 -0.6304
O6 7.4458 0.9726 -0.7778
H25 -2.6989 -3.2561 -1.9733
C26 1.0739 -1.2487 5.9828
H26 3.5380 4.2935 -1.0022
C27 0.0296 2.0777 -2.2939
H27 -6.0092 2.8157 -2.0511
H28 1.0896 -4.8977 -1.7474
C28 6.5300 0.1770 -0.8055
H29 1.9750 3.5268 -1.3214
C29 0.1342 0.2474 -6.0896
N3 -3.0551 3.5655 1.3006
O7 0.1087 1.4110 -1.1650
C30 0.1385 1.4718 -3.5555
H30 -0.1718 3.3071 -4.6589
H31 1.0557 -3.1579 -2.0303
H32 0.1135 -0.2270 -7.0581
H33 -0.1830 3.1427 -2.2161
O8 2.2266 -1.4508 -0.6868
C31 -0.1971 -3.8535 -0.3554
H34 1.4162 -4.9385 0.5808
H35 -1.6863 -2.0711 -2.8011
C32 -3.4432 2.8992 0.1379
H36 0.8973 -1.5651 7.0033
N4 2.9613 1.0601 -1.3436
H37 0.5177 -3.9386 1.7174
H38 -1.9071 0.0679 1.5100
C33 0.3207 -0.1426 3.9882
C34 1.5259 -0.4483 3.3669
H39 -0.7818 -2.0345 2.6885
C35 -3.6347 -2.8516 0.9164
H40 -0.4375 0.3934 3.4314
C36 -1.1405 -5.0488 -0.1696
Ti1 0.7061 -0.2491 -0.7608
Cl2 -0.2171 2.5863 -7.4066
N5 -2.6568 1.9656 -0.3537
H41 -0.8352 -0.2886 5.7864
C37 -2.3483 -2.0567 1.1696
C38 -0.0235 2.2385 -4.7335
C39 -1.6914 -2.5823 2.4486
H42 -0.1663 5.8670 3.9177
H43 -5.2981 4.0144 -0.0019

Atoms 1-3, force components in eV/Å:
C 0.0 0.1 0.0
H 0.0 0.0 0.0
C 0.0 0.1 0.1



4.
# C5H14O

A cluster of 2 separate species, C5H14O in total at a distorted geometry (ωB97M-V/def2-TZVPD, OMol25).

Computed properties:
HOMO-LUMO gap, eV: 11.481
Charge: 0
HOMO, eV: -10.73
Energy relative to the best compared isomer or geometry (same formula, charge and spin), kcal/mol: 11.53

Geometry (Å):
H1 2.2297 1.3859 -0.4230
H2 -0.2942 -0.2470 -1.2477
C1 2.5463 0.6492 0.3239
H3 0.4047 -1.3997 0.6585
H4 -2.2029 1.2380 -0.9900
H5 -1.7372 -2.0579 -2.8166
H6 3.4502 1.0701 0.7241
C2 1.4776 0.3807 1.3854
H7 -2.3705 -2.8236 -1.7432
H8 2.7322 -0.2694 -0.2404
H9 1.9801 -0.1755 2.1803
H10 -0.5027 -0.3865 1.6910
H11 -1.9619 1.3660 0.7333
H12 -2.4850 -0.2050 0.0625
C3 -0.4213 0.3478 -0.3493
C4 -1.8784 0.6783 -0.1117
H13 0.0245 1.3441 -0.3902
H14 1.1365 1.3512 1.7587
C5 0.2294 -0.3357 0.8801
O1 -2.3571 -1.9113 -2.0857

Atoms 1-3, force components in eV/Å:
H -0.2 -0.1 0.1
H 0.2 0.3 -0.2
C -0.8 -0.1 -0.9